[1]
Below is C27H42N8P2RbS as an isolated structure, with properties calculated with wB97M-V/def2-TZVPD.

Element x y z (Å)
H  3.0481  -2.4455  1.8824
C  -6.7308  5.6117  -2.7652
H  1.4518  -1.8276  -0.2973
H  0.8159  0.1350  -3.1498
H  1.0738  -1.6471  2.7583
H  5.3025  -0.6393  -0.4049
C  -3.2386  -0.0707  2.6441
C  -1.5603  -0.9833  4.7234
H  1.2679  -3.3234  -2.2562
N  0.8054  -0.7407  -2.6387
H  0.0914  -1.3066  -3.0860
C  2.1085  -1.4190  -2.8002
H  -4.9807  -1.9675  -0.5594
H  -1.4992  -2.0394  4.4574
N  -8.8590  6.5043  -3.9558
H  -5.3004  2.6959  -1.8245
N  2.2222  -2.4261  -0.5755
H  -0.6468  1.9959  4.5074
S  5.3340  1.9768  0.5201
H  -7.2790  3.5547  -3.0099
C  -3.4899  -1.4286  1.9677
H  -3.9104  0.0727  3.4934
C  -6.5388  4.2420  -2.6239
H  3.6430  -1.1359  -0.2248
H  -4.5810  -0.2408  -0.5766
Rb  -0.0129  0.3524  0.3871
C  2.0260  4.4700  2.1978
H  -1.8047  2.5128  3.2773
C  -2.5644  -3.3661  0.0862
H  -3.4402  -3.8855  0.4805
H  3.3590  6.1524  2.3130
C  4.0887  0.7452  0.4697
H  -3.0983  -2.2432  2.5839
N  0.9824  -2.2289  1.9338
H  -0.7049  -0.7564  5.3625
H  1.2772  -4.2019  0.1296
H  1.1942  5.0159  2.6281
H  -2.3883  1.7892  4.7863
C  -5.7870  6.4974  -2.2566
C  2.1453  -2.7070  -2.0038
H  3.0396  -4.2267  0.1325
H  2.2461  -3.9071  2.4469
C  -1.6316  3.9353  0.5695
H  0.1643  -2.8091  2.0847
H  -2.4738  -0.8157  5.2972
N  -3.3301  4.1548  -0.7846
C  4.1623  3.0905  1.1607
N  2.9105  1.0952  0.8941
C  -7.9155  6.1115  -3.4307
C  -4.1907  -1.2432  -0.7658
C  -5.4190  3.7617  -1.9694
H  -1.6730  -3.7452  0.5861
H  -2.9656  2.3332  -1.8475
C  -4.6585  6.0181  -1.6143
H  3.0251  -3.2860  -2.2914
C  4.3363  4.4219  1.5118
H  0.9175  2.6420  2.0265
H  -2.9848  5.6961  0.6873
C  2.1739  -3.5868  0.3105
N  -1.6405  2.8239  -0.2552
H  5.2964  4.9092  1.3914
H  -2.4720  -3.6062  -0.9745
H  2.8865  -0.7491  -2.4305
N  4.3932  -0.4787  -0.0124
P  -1.4972  0.0968  3.2359
C  3.2502  5.1142  2.0277
C  2.9367  2.4335  1.3057
H  -5.9331  7.5624  -2.3748
H  -0.8750  4.0810  1.3244
C  -4.4810  4.6512  -1.4678
H  -3.4355  0.7494  1.9448
C  -2.6595  4.7651  0.2554
H  -3.9200  -1.3048  -1.8205
H  -3.9122  6.7120  -1.2513
P  -2.7116  -1.5416  0.2866
C  -1.5981  1.7512  4.0331
C  2.1707  -3.0786  1.7404
C  -2.6695  2.9943  -1.0478
H  -4.5598  -1.6178  1.8636
C  1.8651  3.1374  1.8521
H  2.3401  -1.6405  -3.8445

Output
E_HOMO	-10.347	eV
net charge	+1
energy relative to the best compared isomer or geometry (same formula, charge and spin)	41.4	kJ/mol
F_max	0.89	eV/Å



[2]
Below is C27H42NiO5PSSbSeSi3 as an isolated structure, with properties calculated with wB97M-V/def2-TZVPD.

Element x y z (Å)
H  -2.6803  5.5157  -2.0277
Ni  -0.0398  0.6412  0.1490
H  0.4669  6.1141  -1.4325
H  6.4649  2.9543  -2.3908
C  2.2565  -1.6185  -0.6588
H  -0.0589  4.6422  -3.0487
H  -2.7191  -0.1912  3.8885
C  0.8899  6.0286  -0.4292
C  3.1320  0.9942  -2.5801
Si  -4.1331  -0.0094  1.8826
C  0.3019  5.7542  2.5452
H  -1.0205  -0.0910  -4.0006
H  2.7623  -2.9515  0.9378
H  -5.9408  1.6835  1.6422
C  -5.0986  1.3418  1.0348
C  -0.2586  -0.1212  -4.7708
C  2.4706  -3.9997  -0.9166
C  5.5407  1.0463  -2.7329
H  -2.3127  6.7991  -0.2714
H  -4.6680  -2.2642  2.7234
H  -3.4995  1.4605  -1.7297
H  -0.4607  5.5881  3.3105
H  4.3144  4.1091  -1.9659
H  -2.8873  1.5496  -3.3957
P  1.5289  0.1397  -2.7122
O  0.4693  0.7824  -1.8478
C  1.9192  -1.5016  -2.0075
H  -2.6465  1.4274  3.1981
C  -0.6154  -0.2855  -6.0800
H  1.5942  -2.5318  -3.8484
C  -3.3187  0.6011  3.4380
H  -1.0702  3.7717  -4.2136
C  -2.5976  1.5664  -2.3397
C  4.3269  3.0558  -2.2192
C  -1.8489  6.7751  0.7154
C  2.1431  -3.8878  -2.2591
C  4.3453  0.3437  -2.7925
C  5.5315  2.4056  -2.4478
O  -2.1349  -2.5965  1.4964
H  1.6647  5.2584  -0.4449
H  2.6726  -4.9743  -0.4870
C  -0.5262  3.6790  -3.2670
H  -3.7853  4.4500  -1.1464
Se  1.3282  2.4220  1.0761
C  1.7143  -0.2095  -6.7501
H  -1.9513  0.7118  -2.1397
H  2.1940  2.8471  -2.0706
C  2.5263  -2.8637  -0.1158
C  2.1025  -0.0442  -5.4455
C  0.3551  -0.3262  -7.1178
H  -4.0626  0.9439  4.1638
H  2.4822  -0.2445  -7.5183
H  -5.6498  -1.8738  1.3112
H  -4.4392  2.1909  0.8401
H  2.0902  -4.7737  -2.8814
C  -5.2424  -1.4716  2.2413
C  -3.1064  4.5101  -2.0012
H  0.0648  -0.4571  -8.1525
H  4.3563  -0.7226  -2.9906
H  1.1085  5.0379  2.7073
H  -1.6688  -0.3847  -6.3242
Si  -0.4241  5.5290  0.8234
Si  -1.7437  3.1861  -1.9302
C  1.1224  0.0332  -4.3870
O  -1.0537  -1.3455  -0.3424
H  3.1571  0.0568  -5.2197
H  0.6918  6.7711  2.6620
H  2.2850  -0.7309  -0.0331
C  3.1317  2.3535  -2.2850
H  -1.4833  7.7814  0.9470
S  -1.6693  -1.3342  0.9787
H  6.4797  0.5307  -2.8998
H  1.3521  6.9870  -0.1691
O  -2.9968  -0.4511  0.7457
H  -2.6245  6.5235  1.4434
H  -3.6978  4.3732  -2.9128
H  -6.0762  -1.1878  2.8899
Sb  -1.1156  3.0810  0.5682
O  -0.8539  -0.5392  1.9043
C  1.8662  -2.6380  -2.8037
H  -5.4857  0.9841  0.0779
H  0.2476  2.9294  -3.4095

Output
E_HOMO (alpha / beta)	0.894 / -1.323	eV
net charge	-2
multiplicity	3
F_max	0.74	eV/Å



[3]
Below is C27H43BN6O4PPtSTe as an isolated structure, with properties calculated with wB97M-V/def2-TZVPD.

Element x y z (Å)
C  3.1253  2.6971  -1.5483
C  -5.7872  1.4059  1.1481
H  2.1679  2.7666  -2.0639
C  -0.1267  -1.6691  2.9368
H  -6.1779  0.8403  1.9961
H  -1.2736  -3.2127  -3.1865
N  2.3834  0.5415  -0.5823
C  -2.3589  4.9099  0.0929
H  -2.6625  -0.2409  -2.4872
C  2.7245  2.3084  2.0565
C  -3.5255  1.5650  2.1968
H  3.9273  2.9815  -2.2304
H  -2.4569  1.3853  2.0837
H  5.0931  -2.3448  0.4255
H  3.6836  -3.3692  2.0413
H  -3.6795  2.6288  2.3861
H  -0.3742  5.2866  -0.6471
C  3.1342  1.1464  2.6468
H  -5.9469  2.4698  1.3312
H  -2.2909  6.6545  1.3602
H  -1.5686  6.5228  -1.0966
P  -2.4615  2.3091  -0.6584
C  -1.6938  -0.2546  -2.9892
H  3.7223  -2.7055  3.6821
H  -4.4529  -0.9616  1.4951
N  0.0585  -1.5942  1.6312
H  2.4578  0.3198  2.8151
C  -0.7682  -1.2192  -2.3345
C  4.5041  1.1576  3.0333
Te  0.7949  2.8272  1.3600
H  6.0817  -1.6300  -0.8521
C  1.9952  -2.1558  2.5768
N  0.8265  -1.9556  -1.0528
H  -4.0023  4.5948  -1.2806
O  -2.5024  2.7314  -2.0719
H  -1.0768  5.4170  1.7505
H  -2.7709  5.1632  2.1965
H  6.1504  2.6092  2.9282
H  1.2452  -2.1524  4.6469
H  -1.3111  0.7629  -2.9495
H  -1.4277  -0.4823  4.1573
C  -3.8129  5.0876  -0.3274
H  -6.3382  1.1232  0.2501
C  -0.6774  -2.6059  -2.5253
H  -1.8218  -2.2041  4.1473
O  -3.9475  1.8966  -0.2096
C  4.5316  0.5516  -1.1118
C  -1.4653  -1.3758  3.5304
C  -4.0775  -0.3560  0.6662
H  -4.6200  -0.6370  -0.2392
N  0.1385  -0.8503  -1.4394
H  1.9041  -4.4988  -1.7503
H  5.4995  0.8780  -1.4534
H  0.2729  -5.1186  -2.0521
H  -1.8533  -0.5402  -4.0302
N  2.8840  -0.6958  -0.3312
H  4.0615  -1.6637  2.2955
H  -3.8843  1.0012  3.0611
C  1.0724  -2.0214  3.5906
H  -4.4807  4.6642  0.4251
C  0.8554  -4.4113  -1.4631
H  -1.5689  4.9372  -1.9112
H  3.0991  3.4064  -0.7220
H  5.0010  0.3335  3.5282
C  -1.4055  5.4501  -0.9648
Pt  0.4394  0.9073  -0.3447
H  4.7246  -2.6895  -1.2580
N  1.3622  -1.8874  1.4116
S  4.0397  3.4140  1.9695
H  -4.0313  6.1531  -0.4288
C  5.0671  -1.9126  -0.5731
O  -2.0603  3.5130  0.3314
H  -2.1833  -1.1981  2.7322
H  2.6477  -2.8928  -0.1308
C  0.3373  -3.0313  -1.6926
C  4.1943  -0.7047  -0.6500
C  -4.3018  1.1232  0.9611
C  -2.1078  5.5806  1.4365
C  3.3541  1.3053  -1.0690
C  3.4459  -2.4939  2.6496
H  0.7783  -4.6883  -0.4108
O  -1.5807  1.1525  -0.2028
B  1.9581  -1.9138  -0.0051
H  -3.0182  -0.5650  0.5234
C  5.1272  2.3313  2.7310

Output
E_HOMO	-4.133	eV
net charge	-1
energy relative to the best compared isomer or geometry (same formula, charge and spin)	0.0	kJ/mol
F_max	0.09	eV/Å



[4]
Below is C27H44Br6O15 as an isolated structure, with properties calculated with wB97M-V/def2-TZVPD.

Element x y z (Å)
H  0.9535  5.6240  -3.6772
H  -4.5847  -3.3866  0.7796
H  3.4312  -1.3804  1.7217
H  5.0925  0.6470  1.2110
H  -2.4376  -0.2606  0.7711
H  0.4846  -1.9395  -0.3372
Br  0.7442  -0.4827  1.6605
H  1.8938  -0.5655  -3.6503
C  2.3655  -1.9120  4.1478
C  -0.6472  0.2800  0.4111
O  -2.6632  0.1748  -3.2469
H  3.5550  -1.3342  -0.5007
Br  -3.4806  1.2460  1.2566
H  1.6694  -1.7495  1.6354
H  -3.1200  1.1990  -0.3391
C  -1.0316  -3.0005  1.4994
H  4.5027  1.7054  2.4897
O  -0.0748  -3.6470  1.8971
H  1.0421  1.6755  0.5097
H  1.7810  -0.1864  -5.3420
Br  -2.1696  -0.8191  3.6205
C  -2.6651  -2.3936  0.0279
H  1.1762  2.8841  -0.5023
H  -0.7954  0.1871  -5.2227
O  3.0415  -0.6714  3.9540
O  0.3194  1.5464  -4.1377
O  2.4278  4.7985  -1.6239
H  1.2511  -0.2716  -0.4280
H  -4.0669  -3.6769  -0.9156
H  -0.0980  6.0457  -2.3052
O  -1.8565  -3.4336  0.5565
H  -5.3423  1.5535  -2.5756
H  -3.9684  2.7487  -2.2949
H  -3.2283  -1.3816  1.9023
Br  -0.1755  2.0900  -0.1906
C  -4.3125  1.8400  -2.7889
C  1.8861  2.0422  1.0940
O  -0.1864  3.1155  -2.5776
H  -2.2406  -2.1488  -0.9457
C  -4.0830  -2.9641  -0.0911
C  0.9471  -1.5247  4.1577
O  2.9217  -3.4544  1.4687
O  2.4157  1.4293  3.5334
O  -1.2861  -1.6888  1.7228
H  1.2779  -1.2601  -1.7720
H  1.5848  2.0371  2.1416
H  -2.8947  1.6127  3.6550
H  -1.5924  0.2420  0.9527
C  3.0280  1.0740  0.9681
O  3.2369  -5.2411  0.0830
H  -4.2198  -0.1870  -0.6339
H  -4.2115  1.9483  -3.8689
O  2.7240  -3.2268  -0.7260
O  2.7909  -0.1210  0.8119
C  -0.0837  0.2106  -4.3974
C  2.9776  -4.0459  0.2973
O  -1.0188  1.0762  -2.5245
H  0.1910  -2.2619  2.2018
C  -0.8193  -0.1723  -3.1432
H  0.1460  -3.4983  3.4462
C  1.2107  -0.5780  -4.4996
H  0.9959  -1.6369  -4.6430
H  -1.0402  -2.1207  3.3436
Br  -0.5682  1.8705  2.5940
C  1.2775  4.5492  -1.8152
C  4.4299  1.4857  1.4245
C  -2.3853  1.0391  2.8807
H  2.5616  -2.7374  3.4634
C  2.1631  0.2541  3.7124
H  -1.7713  -0.6682  -3.3332
C  2.6680  -2.0403  1.3093
H  -0.2170  4.4396  -3.1345
H  0.5539  -1.6551  5.1659
H  -4.6607  -2.1711  -0.5659
C  1.3179  -1.3288  -0.6849
H  -0.3800  3.2290  -1.2083
C  -3.4238  0.6994  -2.3924
H  0.2348  4.3820  -0.0066
C  -3.3282  0.3388  -0.9754
H  -0.2932  -0.8588  -2.4797
H  4.7657  2.3655  0.8756
C  0.5182  3.6981  -0.8067
H  -2.5364  -0.4018  -0.8625
H  2.1653  3.0463  0.7746
C  0.4443  5.2367  -2.7947
O  0.9507  -0.2361  3.6823
Br  -0.8322  -1.0000  -1.0781
H  2.7081  -2.3103  5.1029
C  2.6644  -1.8985  -0.2240
C  0.0006  -2.4341  3.2612
C  -0.2399  1.9835  -3.0483
C  -2.4591  -1.2876  1.1357

Output
E_HOMO	-6.755	eV
F_max	18.30	eV/Å



[5]
Below is C27H44BrNP2PdS as an isolated structure, with properties calculated with wB97M-V/def2-TZVPD.

Element x y z (Å)
C  -3.0965  -3.7881  -0.7765
C  -1.2439  3.6321  0.3017
C  -1.7103  -4.8218  -3.3838
C  2.5140  0.8501  -1.3264
H  5.0780  5.1725  -0.7700
H  1.4160  0.1299  5.2632
C  -1.4524  -0.4816  5.9845
C  4.1550  5.0516  -1.3417
H  -2.7064  -1.8941  -4.5388
H  -4.1847  -2.6225  -3.8792
Br  -3.0520  -0.2472  2.7539
H  -1.8438  0.3483  -0.1264
H  2.3050  1.0075  -2.3891
C  4.0435  0.4618  1.6457
H  -3.5040  2.8744  2.7663
H  -0.0948  -3.6384  -2.6125
C  -1.5483  1.2253  0.4554
H  3.0734  -3.5299  0.8108
H  1.0011  4.5675  -3.4820
H  1.3755  -0.9712  -1.1406
H  -2.4863  -0.4455  -2.4809
C  2.9061  -2.4935  0.4937
H  -2.6773  -4.7201  -3.8906
C  0.4873  5.2203  -0.8502
H  4.2182  -0.5440  2.0455
H  -2.7075  -4.8066  -0.9165
H  -1.0129  -5.2961  -4.0844
H  0.8994  -2.5082  1.3075
C  1.1301  -0.9277  5.2439
C  1.3682  0.0426  -0.7246
H  2.8660  5.9176  0.1812
H  2.6459  1.8439  -0.8861
C  1.7698  5.1930  -1.5375
C  -3.5428  -1.7318  -3.8462
H  4.6653  1.1624  2.2216
C  -3.0723  -1.3795  -2.4354
H  3.8651  -1.9696  0.5777
H  -5.0166  -2.7476  -0.8924
H  -2.9969  -3.5702  0.3011
C  2.9341  5.4756  -0.8084
S  -0.5269  -1.0932  4.5435
H  1.1211  -1.3486  6.2569
H  1.8071  -1.5011  4.6016
H  -3.9343  -1.1906  -1.7769
Pd  -0.6949  0.3286  2.3373
H  2.6133  -2.5261  -0.5620
C  -4.5816  -3.7252  -1.1224
H  -4.7804  -3.9397  -2.1785
H  -2.4519  -0.9119  5.9562
H  -2.5840  4.8782  1.4122
C  1.8171  -1.9040  1.3940
C  -2.7435  2.7495  1.9969
H  3.2983  3.8713  -4.2827
H  2.4542  1.8989  1.3175
C  -2.1627  1.4890  1.7248
H  -5.1209  -4.4685  -0.5166
C  -2.2691  3.8383  1.2477
H  -1.5221  0.6086  5.9673
H  -1.0625  -2.7983  -3.8346
H  -4.1295  -0.8880  -4.2349
C  1.8807  4.7136  -2.8574
H  -0.9456  -0.8174  6.8879
C  -0.4720  4.7167  -0.2564
P  -1.9519  -2.5616  -1.5520
H  3.4728  0.3243  -1.2685
C  2.5935  0.9183  1.7966
C  -0.8515  2.3402  -0.0803
P  1.2744  -0.1740  1.1239
H  2.1365  -1.9663  2.4454
C  3.1579  4.3259  -3.2948
H  -1.8419  -5.5008  -2.5380
H  0.4067  0.4531  -1.0429
N  4.2481  4.4803  -2.5432
H  4.3922  0.4942  0.6049
C  -1.1274  -3.4766  -2.9698
H  2.3455  1.0676  2.8596
H  -0.0321  2.2543  -0.7961

Output
E_HOMO	-6.107	eV
energy relative to the best compared isomer or geometry (same formula, charge and spin)	196.0	kJ/mol
F_max	2.89	eV/Å



no.,calculated total energy (Eh)
1,-2596.96952
2,-7188.52133
3,-2836.26137
4,-17625.71472
5,-4892.57487